[1]
Molecular formula: C4H20N2O8
Method: DFT, ωB97M-V/def2-TZVPD

Its electronic energy is -23831.629 eV. The LUMO energy (spin up / spin down) is 0.0993 / 0.0982 Ha.

```
! wB97M-V def2-TZVPD RIJCOSX def2/J DEFGRID3
* xyz -1 2
C -1.53760 1.13289 0.51013
N -2.23240 -0.18319 0.47783
C -3.42307 -0.23004 -0.13490
O -4.16532 0.74668 -0.23292
C -0.66775 1.19777 -0.82478
N 0.32797 0.16063 -0.91679
C 1.03678 -0.25867 0.17636
O 1.98633 -1.00093 0.00672
H -2.22101 1.95587 0.42263
H -0.84376 1.22903 1.32108
H -1.60875 -0.92457 0.83914
H -3.62934 -1.07703 -0.83428
H -0.20752 2.20992 -0.99246
H -1.37101 1.22688 -1.63917
H 0.44531 -0.37063 -1.76017
H 0.72155 0.07595 1.16788
H 3.11180 -0.48543 1.84731
H 3.76079 0.94991 2.25583
O 3.26323 0.18195 2.51640
H 1.94180 1.96524 -0.98090
H 1.67290 2.96386 0.28155
O 2.23197 2.26046 -0.11390
H -2.40002 0.61150 4.06683
H -2.96002 1.21601 2.80731
O -2.36410 1.41727 3.54637
H 2.91190 0.84524 -3.40055
H 3.69074 -0.11826 -2.60097
O 3.58841 0.84214 -2.68001
H -0.97263 -2.53222 -3.00283
H -0.46605 -3.80680 -2.76189
O -0.53605 -2.98902 -2.24521
H 0.28194 -3.65638 0.43936
H 0.73580 -2.59064 1.40137
O -0.10282 -2.96538 1.03761
*
```

***

[2]
Molecular formula: C4H22B3KO2
Method: DFT, ωB97M-V/def2-TZVPD

Its electronic energy is -26944.626 eV. The LUMO energy is 0.1469 Ha.

```
! wB97M-V def2-TZVPD RIJCOSX def2/J DEFGRID3
* xyz -2 1
K 10.09495 -27.43133 -3.89172
B 13.08676 -26.14330 -3.55788
H 12.71984 -26.44179 -4.52767
H 13.68744 -26.96730 -3.20510
H 13.66710 -25.23554 -3.61625
H 12.24844 -25.93915 -2.90996
B 11.91599 -30.27107 -2.93374
H 12.03258 -31.34116 -3.00835
H 12.20978 -29.92145 -1.95615
H 12.69405 -29.91284 -3.58989
H 10.92724 -30.02171 -3.28647
B 10.31680 -29.49624 -5.79021
H 10.38095 -30.52609 -6.10569
H 10.27391 -28.94079 -6.71427
H 9.40223 -29.34369 -5.23838
H 11.16006 -29.33115 -5.13760
C 6.76753 -27.94956 -5.37651
O 7.43351 -27.45688 -4.23513
C 6.69907 -27.16575 -3.09410
C 7.42796 -26.26304 -2.04335
O 8.53583 -26.83712 -1.42604
C 8.48663 -28.08137 -0.75418
H 6.52778 -27.26189 -6.18751
H 5.85142 -28.49825 -5.15788
H 7.46146 -28.59666 -5.91299
H 6.32819 -28.02577 -2.53649
H 5.76826 -26.62223 -3.25624
H 6.68470 -26.11268 -1.26036
H 7.60048 -25.20935 -2.26261
H 7.54711 -28.63204 -0.80072
H 8.68280 -27.82157 0.28607
H 9.21403 -28.71880 -1.25686
*
```

***

[3]
Molecular formula: C4H22N2O8
Method: DFT, ωB97M-V/def2-TZVPD

The SMILES is N[C@H](CO)CNC=O.O.O.O.O.O.O. Its electronic energy is -23863.675 eV. The LUMO energy is 0.0040 Ha.

```
! wB97M-V def2-TZVPD RIJCOSX def2/J DEFGRID3
* xyz 0 1
N -0.72482 0.70216 2.02067
C -1.18371 0.14585 0.74181
C -2.79753 0.16293 0.63491
O -3.41124 1.44255 0.43519
C -0.61698 -1.30831 0.26949
N 0.79657 -1.33283 0.35393
C 1.64584 -2.00342 -0.58858
O 1.12154 -2.55684 -1.53225
H -1.21227 0.24639 2.75086
H -0.78185 1.73354 2.03210
H -0.81034 0.80578 -0.08076
H -3.11917 -0.38420 -0.24168
H -3.04691 -0.40429 1.64255
H -2.73486 2.00609 0.05563
H -1.12208 -2.22390 0.76157
H -1.01889 -1.37078 -0.79407
H 1.28947 -0.79431 0.97880
H 2.70812 -1.84510 -0.35587
O 0.58292 -1.98865 3.15565
H 0.50299 -1.06590 2.70205
H 0.49400 -2.71433 2.54962
O 3.15934 0.29705 -1.77109
H 3.19067 1.28170 -1.72029
H 2.44676 0.23088 -2.48526
O -1.44952 2.17269 -2.32784
H -0.90572 2.84692 -1.91462
H -1.10140 1.89156 -3.13817
O 2.03819 0.18550 2.22931
H 1.94457 -0.43770 2.98575
H 1.34928 0.77846 2.36295
O 1.20065 2.22830 -1.08733
H 0.63053 1.64604 -1.67848
H 1.19717 1.96368 -0.18097
O 0.03023 -0.55656 -3.14088
H 0.56749 -1.23772 -2.86643
H -0.85902 -0.54323 -2.75826
*
```

***

[4]
Molecular formula: C4H22O7
Method: DFT, ωB97M-V/def2-TZVPD

The SMILES is C=CCC.O.O.O.O.O.O.O. Its electronic energy is -18833.935 eV. The LUMO energy is 0.0114 Ha.

```
! wB97M-V def2-TZVPD RIJCOSX def2/J DEFGRID3
* xyz 0 1
C 0.65884 1.19485 2.77240
C 0.48426 2.18011 1.86213
C 1.15340 2.21124 0.46966
C 0.92020 0.76662 -0.19513
H 0.43881 1.21936 3.82747
H 0.99630 0.31032 2.47107
H -0.32212 3.09591 2.09004
H 0.75002 3.07604 -0.09922
H 2.27796 2.24359 0.60108
H 1.59031 0.82385 -1.16995
H 0.89151 -0.08260 0.36290
H -0.13582 0.75259 -0.62683
O -1.76436 -0.88620 -1.84403
H -1.02279 -1.37169 -1.36512
H -2.11755 -0.41559 -1.02826
O 0.64930 -1.84139 1.54191
H 0.74333 -2.44541 0.62488
H 1.45410 -1.92631 2.11769
O -1.80182 1.08040 0.46282
H -2.42370 1.12812 1.12298
H -1.24560 0.33336 0.61563
O 0.45212 -3.24914 -1.24139
H 0.76745 -3.89801 -1.81415
H 0.07656 -2.49053 -1.79057
O -1.10298 0.30909 -4.18754
H -1.60530 -0.01008 -3.43919
H -0.69050 1.13752 -3.80060
O -1.87258 -0.16915 3.00167
H -1.70960 -0.20117 3.91700
H -1.01574 0.03455 2.69036
O 1.41210 -1.11559 -2.31904
H 0.82495 -0.79671 -2.96130
H 2.28893 -0.99799 -2.66933
*
```

***

[5]
Molecular formula: C4H23N2O8
Method: DFT, ωB97M-V/def2-TZVPD

Its electronic energy is -23879.383 eV. The LUMO energy is 0.1112 Ha.

```
! wB97M-V def2-TZVPD RIJCOSX def2/J DEFGRID3
* xyz -1 1
C -0.37298 -1.16349 0.62315
N 0.72730 -0.70688 1.46863
C 1.16855 0.61576 1.08939
O 1.83777 0.53373 -0.14740
C -0.68827 -0.59773 -0.85491
N -1.82360 0.24612 -0.85551
C -3.07998 -0.26484 -1.18811
O -3.79128 -0.39351 0.05012
H -1.28055 -0.94700 1.23857
H -0.28324 -2.23908 0.38452
H 1.50569 -1.36729 1.17749
H 2.06778 0.77405 1.74878
H 0.47404 1.51917 0.95045
H -0.75922 -1.43860 -1.51716
H 0.11232 -0.00343 -1.22822
H -1.67930 1.26909 -1.05752
H -3.14932 -1.33715 -1.40679
H -3.64362 0.49697 -1.93493
H -3.54680 0.22026 0.67621
H 0.31033 1.54411 -2.94830
H 0.76072 0.22345 -3.82424
O 0.04973 0.73225 -3.54727
H -2.76022 2.52688 1.62371
H -1.82941 1.30060 1.50538
O -2.64217 1.57045 1.98115
H 0.21947 -1.01143 3.78136
H -1.16950 -1.01766 3.37930
O -0.61383 -0.63099 4.04340
H 3.97502 -0.75803 0.53158
H 2.91337 -1.17388 1.56015
O 3.82436 -0.97948 1.42937
H 3.16294 -1.20907 -1.46316
H 1.86449 -1.10412 -1.02057
O 2.41290 -1.82683 -1.37845
H 2.48992 2.49807 -1.77876
H 1.60931 1.54928 -1.18792
O 1.62727 2.55026 -1.90347
*
```

***

[6]
Molecular formula: C4H24N2O6
Method: DFT, ωB97M-V/def2-TZVPD

The SMILES is CC[C@H](N)CN.O.O.O.O.O.O. Its electronic energy is -19802.319 eV. The LUMO energy is 0.0021 Ha.

```
! wB97M-V def2-TZVPD RIJCOSX def2/J DEFGRID3
* xyz 0 1
C -0.55650 -1.62120 -3.38736
C 0.55201 -0.83004 -2.72122
C 0.28712 0.63421 -2.43121
N 1.55494 1.33431 -2.16196
C -0.70859 0.89061 -1.22167
N -0.93377 -0.18585 -0.29357
H -1.45882 -1.57389 -2.75232
H -0.92194 -1.32032 -4.36619
H -0.37439 -2.69483 -3.33021
H 1.47199 -0.96726 -3.28827
H 0.74341 -1.26033 -1.73697
H -0.20653 1.10683 -3.28541
H 1.44058 1.98144 -1.39588
H 2.33279 0.73757 -1.91596
H -0.32800 1.80593 -0.78124
H -1.65831 1.20243 -1.66481
H -1.45479 -0.95548 -0.69048
H -0.11758 -0.57583 0.15911
O -3.32052 1.91379 1.11746
H -2.48643 2.14467 1.54505
H -3.03564 1.25643 0.47439
O 1.02514 3.19498 2.10956
H 1.48326 2.53274 1.57985
H 1.04980 2.77457 2.98028
O 2.74868 -1.54435 1.25310
H 2.66916 -0.89424 1.95033
H 3.34034 -2.25794 1.49445
O 0.59862 0.60028 3.86825
H 1.21399 -0.07898 4.16455
H -0.21724 0.09083 3.74706
O -2.08808 -0.21707 2.51374
H -2.99338 -0.03720 2.77369
H -2.15172 -0.26392 1.55338
O 0.85923 -3.78110 -0.93647
H 0.73447 -2.87152 -0.65880
H 0.11052 -4.28274 -0.59974
*
```

***

[7]
Molecular formula: C4H24N2O8
Method: DFT, ωB97M-V/def2-TZVPD

Its electronic energy is -23886.665 eV. The LUMO energy (spin up / spin down) is -0.1427 / -0.3227 Ha.

```
! wB97M-V def2-TZVPD RIJCOSX def2/J DEFGRID3
* xyz 1 2
N -0.18201 2.24239 2.60154
C -1.19669 1.16359 2.35870
C -0.35564 -0.06813 1.94341
N -0.78323 -1.33943 1.55285
C -2.09985 -1.55499 0.87056
C -2.06420 -0.70900 -0.39536
O 0.84719 -0.04765 2.18284
H 0.12657 2.61201 1.68038
H 0.64177 2.00700 3.20209
H -1.82355 1.48537 1.52389
H -1.85622 0.96680 3.24239
H -0.11284 -2.02386 1.30954
H -2.30968 -2.58440 0.45598
H -2.98460 -1.12620 1.51582
H -2.12037 0.36227 -0.22516
H -1.19866 -0.94012 -1.09823
H -2.79174 -0.79197 -1.10521
H 2.39103 -3.18605 -0.13736
H 1.44839 -2.56819 -1.09089
O 1.70506 -2.48000 -0.25976
H 3.28580 -0.70589 2.31315
H 2.51921 -1.27994 1.11044
O 3.18310 -0.63569 1.35661
H -0.03926 -1.45700 -3.35811
H 0.45681 -0.80796 -1.91908
O 0.28407 -1.60906 -2.53945
H -0.35835 1.53122 -1.06688
H 0.97980 1.31495 -1.30133
O 0.13057 0.90510 -1.46460
H -2.38931 -1.58523 -3.12095
H -1.52527 -0.34514 -2.82009
O -2.14085 -0.74173 -3.47798
H 3.21786 0.84705 -0.37719
H 2.13968 1.01458 0.65849
O 2.48430 1.47657 -0.22566
H 0.33995 3.79981 -0.79998
H 1.55498 3.46557 -1.48658
O 0.59618 3.39335 -1.60883
*
```

***

Computed values of energy above the lowest of the compared OMol25 structures with the same formula, charge and spin (unit: kJ/mol) for the preceding records, in sequence: 65.9 0.0 275.1 412.1 453.1 116.1 292.9.